1.
Density functional theory data (ωB97M-V with the def2-TZVPD basis set) for C3H5BrO in the gas phase in a non-equilibrium geometry.

XYZ file:
```
10
Properties=species:S:1:pos:R:3
C -0.488 1.263 -0.162
C -0.258 -0.052 0.414
C 0.737 -1.074 -0.159
O 0.096 1.018 1.112
Br -2.070 -0.931 0.813
H 0.241 1.572 -0.852
H -1.397 1.778 -0.297
H 0.588 -1.975 0.418
H 1.731 -0.651 -0.038
H 0.819 -0.948 -1.250
```

The spin multiplicity is 1. Its net charge is 0. The value obtained for the energy above the lowest of the compared OMol25 structures with the same formula, charge and spin is 1.272 eV. The calculation puts the HOMO energy at -10.0 eV. The structure (SMILES) is C[C@]1(Br)CO1.

These are the Mulliken partial charges, in e, on atoms 1 to 4:
1. C -0.4978
2. C 0.7602
3. C -1.1431
4. O -0.3981

2.
Density functional theory data (ωB97M-V with the def2-TZVPD basis set) for C12H40BClFeO14P2 as an isolated structure in a non-equilibrium geometry.

XYZ file:
```
71
Properties=species:S:1:pos:R:3
Fe 1.572 -1.085 0.079
Cl 1.706 -2.523 2.018
B 0.082 0.354 0.481
H -0.742 1.128 0.635
H -0.047 -0.244 -0.475
H 1.118 0.820 0.395
H 0.150 -0.410 1.321
C -3.415 -0.468 -0.032
O -3.605 -1.473 0.943
P -4.359 -1.153 2.314
O -5.738 -0.681 2.137
O -4.195 -2.475 3.197
C -5.160 -3.529 3.182
O -3.423 -0.101 3.071
C -2.117 -0.500 3.518
H -3.661 0.531 0.332
H -4.064 -0.689 -0.883
H -2.403 -0.413 -0.431
H -6.116 -3.102 2.887
H -5.199 -3.904 4.206
H -4.889 -4.413 2.603
H -2.090 -0.305 4.590
H -1.359 0.159 3.093
H -1.842 -1.532 3.314
C 4.395 2.170 -3.574
O 3.867 1.124 -2.751
P 2.330 0.926 -2.569
O 1.989 -0.164 -1.611
O 1.778 2.377 -2.199
C 1.965 3.011 -0.943
O 1.767 0.693 -4.027
C 0.381 0.785 -4.365
H 4.023 2.146 -4.597
H 5.476 2.076 -3.567
H 4.161 3.168 -3.199
H 2.306 4.033 -1.103
H 2.697 2.494 -0.317
H 1.059 3.062 -0.338
H -0.249 0.554 -3.503
H 0.144 0.068 -5.144
H 0.126 1.796 -4.674
C -2.349 4.153 3.733
C -2.249 3.226 2.532
O -0.904 2.743 2.521
O -1.507 5.280 3.609
H -2.058 3.610 4.638
H -3.400 4.403 3.880
H -2.501 3.833 1.654
H -2.976 2.412 2.608
H -0.793 2.175 1.741
H -0.630 4.929 3.419
C 4.540 -0.949 0.611
C 4.395 -1.771 -0.638
O 3.042 -2.318 -0.739
O 3.381 -0.111 0.772
H 5.512 -0.456 0.557
H 4.582 -1.615 1.476
H 5.147 -2.554 -0.740
H 4.522 -1.192 -1.560
H 3.205 -3.164 -1.166
H 3.663 0.692 1.224
C -0.141 -3.021 -3.112
C -0.650 -2.304 -1.875
O 0.242 -2.494 -0.752
O 1.109 -2.417 -3.475
H -0.830 -2.934 -3.954
H 0.046 -4.071 -2.871
H -1.634 -2.673 -1.576
H -0.817 -1.251 -2.092
H 0.044 -3.392 -0.453
H 1.592 -3.076 -3.985
```

The spin multiplicity is 6. Its net charge is +1. The expectation value of S² is 8.758. The calculation puts the HOMO energy (spin up / spin down) at -11.6 / -11.6 eV.

These are the Mulliken partial charges, in e, on atoms 1 to 4:
1. Fe 0.0893
2. Cl -0.3465
3. B 1.3328
4. H -0.4268

3.
Density functional theory data (ωB97M-V with the def2-TZVPD basis set) for C20H23Cl2N2O8PdS2 as an isolated structure.

XYZ file:
```
58
Properties=species:S:1:pos:R:3
Pd 0.362 -2.308 -0.511
C -0.986 2.023 -5.295
C -0.815 0.650 -4.712
C -1.826 -0.306 -4.812
C -1.650 -1.584 -4.316
C -0.441 -1.904 -3.702
C 0.581 -0.966 -3.572
C 0.384 0.300 -4.084
S -0.274 -3.471 -2.996
O 1.035 -3.541 -2.322
O -0.656 -4.503 -3.891
N -1.267 -3.458 -1.621
C -2.634 -3.276 -1.680
C -2.701 -3.220 1.528
O -3.771 -3.637 1.590
O -1.622 -2.799 1.456
H -1.981 2.158 -5.714
H -0.258 2.187 -6.091
H -0.821 2.795 -4.542
H -2.762 -0.044 -5.289
H -2.429 -2.328 -4.427
H 1.522 -1.234 -3.112
H 1.177 1.034 -4.004
H -3.238 -4.099 -2.049
H -3.032 -2.268 -1.631
Cl 1.858 -2.266 1.899
C 1.820 -4.025 2.092
Cl 1.011 -4.770 0.701
H 1.258 -4.268 2.984
H 2.839 -4.390 2.126
C 2.054 0.217 5.826
C 1.473 1.149 4.794
C 2.153 2.302 4.409
C 1.604 3.181 3.492
C 0.357 2.906 2.942
C -0.340 1.760 3.311
C 0.226 0.891 4.231
S -0.322 4.028 1.779
O -0.044 5.370 2.190
O -1.661 3.583 1.515
N 0.564 3.810 0.425
C 0.924 2.465 -0.018
C -0.316 1.661 -0.405
C -0.086 0.203 -0.456
O -1.020 -0.605 -0.751
O 1.044 -0.330 -0.206
H 3.091 0.463 6.048
H 2.009 -0.820 5.489
H 1.489 0.279 6.758
H 3.120 2.521 4.846
H 2.131 4.085 3.213
H -1.321 1.574 2.895
H -0.320 0.004 4.534
H 1.284 4.515 0.358
H 1.491 1.932 0.748
H 1.574 2.575 -0.885
H -0.704 1.967 -1.381
H -1.135 1.832 0.298
```

The spin multiplicity is 5. Its net charge is +1. The expectation value of S² is 6.013. The value obtained for the energy above the lowest of the compared OMol25 structures with the same formula, charge and spin is 0.000 eV. The calculation puts the HOMO energy (spin up / spin down) at -11.8 / -11.8 eV.

These are the Mulliken partial charges, in e, on atoms 1 to 4:
1. Pd 0.2831
2. C -1.4059
3. C 0.8340
4. C -0.8923

| no. | electronic energy (Eh) |
| --- | --- |
| 1 | -2766.4893 |
| 2 | -3965.9022 |
| 3 | -3331.6078 |